The following is a DFT calculation (the ωB97M-V functional and the def2-TZVPD basis) of 3 unconnected molecules or ions with the total composition C33H43NO14P.

Output
Lowest unoccupied orbital energy (eV): -0.16
Gap between HOMO and LUMO (eV): 3.81
Net charge: -1
Electronic energy (Eh): -2732.41700
2S+1: 1

Atoms and positions in Å:
C -1.38 -1.44 0.82
O 0.35 0.55 -1.59
H -7.82 -1.26 0.19
C 6.38 -4.25 1.31
H 6.31 -3.17 1.24
H 2.60 -0.02 2.54
C -7.88 -0.16 0.00
C 1.05 0.62 -0.34
C -0.12 -1.87 1.43
H 1.84 -1.25 -1.10
P 0.88 1.81 -2.65
C -0.35 5.97 1.99
C 2.14 -0.51 -0.32
H 3.79 -1.78 -1.36
H 3.51 2.22 0.79
O 0.41 -4.93 -0.30
H 3.15 2.43 3.09
H 2.35 -0.97 0.68
H -5.04 3.33 -0.70
H -0.74 6.07 3.05
C 1.38 2.14 -0.01
H 1.44 2.93 2.98
H -9.87 0.13 0.92
H 0.40 1.04 -3.80
H 0.31 -1.22 2.18
C -0.16 4.24 0.50
O 4.24 -7.22 0.53
O 8.57 -6.87 2.30
C -9.02 0.65 0.41
H -2.11 1.16 -3.67
C -1.42 -3.48 -0.58
C 7.47 -4.86 1.79
H -5.97 -0.86 -1.71
H 5.28 -1.76 -0.70
H 2.16 1.20 -3.00
O 1.50 2.76 -1.31
H -4.11 1.33 -1.45
H 0.80 0.49 2.42
H 0.22 4.72 -0.43
H -5.95 3.48 -2.26
C 3.58 0.11 -0.84
H -7.92 3.82 -0.67
H 3.59 -6.55 0.23
C -2.00 -2.33 -0.21
H -0.30 2.31 1.53
C 5.24 -5.03 0.84
O -0.54 6.84 1.18
H 6.47 -8.21 1.50
C -0.05 2.68 0.49
C 4.69 -1.05 -1.32
H -1.86 -4.13 -1.32
N -4.53 1.89 -2.21
H -2.09 1.16 -1.82
H -1.26 4.48 0.55
C 0.45 -3.02 1.06
C -6.71 1.95 -0.90
C -9.04 2.09 0.14
C 2.19 2.21 2.54
H 1.69 0.64 3.97
H 9.18 -4.84 2.52
H 3.55 1.09 -1.44
C -3.37 2.71 -2.67
H -0.89 2.27 -0.15
C 2.47 2.56 1.02
O -3.16 -1.92 -0.74
O 4.24 -4.52 0.38
O 8.54 -4.17 2.23
C 5.31 -6.52 0.94
H 2.52 3.69 0.97
H -0.90 3.51 -2.03
C 1.83 0.72 2.85
C -0.79 2.72 -2.83
O -5.65 -0.27 -1.02
C -0.16 -3.90 0.02
H -0.85 3.27 -3.81
H 0.26 0.21 0.36
C 7.55 -6.35 1.87
H -9.94 2.67 0.46
H -3.15 3.47 -1.85
O 4.72 -0.16 0.03
C -6.74 0.53 -0.65
C -7.90 2.72 -0.50
H -3.57 3.26 -3.62
H 1.40 2.93 -3.45
O 0.41 4.84 1.73
O -1.93 -0.39 1.11
O 1.60 -3.44 1.62
C -2.06 1.80 -2.75
H -3.36 -1.06 -0.31
C -5.53 2.73 -1.53
C 6.40 -7.13 1.42
H 1.81 -4.29 1.18


The following is a DFT calculation (the ωB97M-V functional and the def2-TZVPD basis) of a molecular structure, C33H44BInN9O2S.

Output
Energy above the lowest of the compared OMol25 structures with the same formula, charge and spin (eV): 0.518
Lowest unoccupied orbital energy (eV): 2.46
Gap between HOMO and LUMO (eV): 7.59
Net charge: -1
Electronic energy (Eh): -2540.62881
2S+1: 1

Atoms and positions in Å:
C 3.26 -0.88 2.47
H 4.32 -0.82 2.73
C -0.66 -1.69 -3.76
H -0.22 5.06 -2.71
C -0.46 -5.14 1.75
H -2.44 -3.79 -3.64
O 1.75 -0.23 -2.25
H -4.69 2.86 1.85
C 3.57 1.24 -1.99
H -0.01 2.81 -3.90
H -0.96 -4.26 -4.49
S 1.78 1.98 0.04
H 0.91 -4.26 -2.05
H -3.14 -0.50 1.78
H -0.89 1.40 -3.28
C 2.90 -0.06 -1.71
H -0.08 -0.86 -3.36
C 4.56 1.49 -2.91
C 2.45 -0.11 3.52
C -1.28 3.24 -2.21
H -3.91 -4.01 1.12
N 0.32 -0.18 2.10
C 0.96 -0.23 3.28
H 3.86 -0.66 5.05
H 1.24 -3.66 -3.68
C -3.06 2.03 0.77
C -1.21 -0.47 3.67
C 2.78 -0.71 4.89
H 2.48 -1.76 4.95
C -2.55 -2.64 0.27
C -2.46 3.66 -3.10
H 0.39 4.26 -1.26
H -3.07 2.79 -3.37
H 0.51 2.02 -2.41
C 0.83 -3.37 1.21
C -0.51 4.51 -1.82
C -0.60 -2.92 -2.85
H 3.16 -0.46 1.47
C 2.88 1.36 3.53
H 2.76 1.82 2.56
N -1.31 -5.92 1.57
H -4.33 -2.31 1.43
H -3.47 3.90 -0.29
N 0.52 -4.31 2.05
C 3.59 3.53 -1.29
C -1.24 -2.59 -1.52
B -2.09 -0.31 1.24
C -1.83 2.55 -0.98
H 2.98 -1.93 2.43
H -3.10 4.38 -2.61
H 2.30 -0.16 5.70
H -2.42 -0.80 5.38
H 1.50 -2.62 -2.29
H 0.19 -0.53 5.35
H 4.92 0.69 -3.54
C -2.90 3.00 -0.18
H -4.66 1.09 1.88
N -2.15 1.06 0.53
H -1.70 -1.35 -3.88
C -4.04 1.99 1.90
H 2.28 1.93 4.25
H 3.93 1.43 3.83
H 4.99 4.79 -2.31
N -1.04 -1.45 -0.84
H -3.04 -1.58 3.92
C -1.39 -4.05 -3.51
C 5.08 2.78 -3.04
C -3.51 -3.02 1.34
H -2.56 -4.33 -1.12
C 0.85 -3.39 -2.70
H -3.00 -3.08 2.30
H -3.22 0.16 4.13
N -1.38 1.39 -0.53
O 3.27 -0.74 -0.74
In 0.84 -0.38 -0.21
H -0.27 -1.94 -4.75
H -1.33 -4.97 -2.92
H -2.08 4.11 -4.02
N -1.87 -1.48 0.25
C 3.06 2.25 -1.15
N 1.16 -2.48 0.54
C -2.55 -0.68 4.30
N -1.01 -0.32 2.36
H -3.52 2.01 2.87
H 5.86 2.98 -3.76
C 4.59 3.79 -2.22
C -0.36 2.31 -3.00
C 0.01 -0.42 4.29
H -1.12 5.16 -1.19
C -2.18 -3.36 -0.85
H 3.22 4.33 -0.67


The following is a DFT calculation (the ωB97M-V functional and the def2-TZVPD basis) of a molecular structure, C33H44CrGeN4O3Se.

Output
Energy above the lowest of the compared OMol25 structures with the same formula, charge and spin (eV): 0.298
Lowest unoccupied orbital energy (alpha / beta) (eV): 2.69 / 2.69
Gap between HOMO and LUMO (alpha / beta) (eV): 7.29 / 7.23
Net charge: -1
Electronic energy (Eh): -7251.60646
2S+1: 2

Atoms and positions in Å:
H 2.11 -5.98 -0.34
O -0.38 -0.46 2.29
H -0.56 3.79 0.68
C 1.52 3.71 -2.00
C 2.55 -1.90 1.15
H 0.69 -2.19 -1.76
H -3.50 2.42 -2.19
H 2.27 5.76 2.01
C 0.55 -3.08 -1.15
H 1.88 1.07 2.54
H -2.84 -0.37 -1.72
C -2.00 0.03 -1.16
H -1.40 -0.76 4.41
H 4.00 2.62 3.74
H -2.62 4.62 -0.87
C 0.48 -0.80 -4.09
C -1.23 -1.68 4.96
H -0.14 -1.28 -3.33
C -2.23 3.62 -0.81
C 3.14 -0.88 4.31
C 0.63 -1.20 2.33
H 3.50 -0.18 5.07
H 1.80 5.33 0.35
H -0.97 -3.08 3.34
C -0.37 -2.66 4.15
H 3.92 2.02 -0.06
N 1.46 -1.08 1.30
H 1.51 -1.10 -3.90
H -0.76 -1.43 5.92
H 0.15 -6.14 1.17
H 0.68 5.06 1.70
H -2.20 -2.13 5.18
C 1.68 -1.23 4.59
H 1.48 3.27 -1.01
C 1.36 -5.20 -0.34
H 2.38 -3.99 -1.79
H 3.27 -0.41 3.34
Cr 0.38 0.50 0.47
Ge 2.53 3.25 1.71
H -0.04 4.54 -4.00
C 4.04 2.96 0.48
C 0.26 -5.30 0.50
H 4.11 3.76 -0.26
C 1.82 -3.24 3.11
C -1.86 1.43 -1.06
N -1.20 -0.76 -0.51
H 1.63 -1.79 5.53
H 1.11 -0.31 4.72
N 2.63 -2.99 2.04
C 3.38 3.48 3.49
H 3.28 -3.70 1.78
H 0.47 2.09 2.52
H 4.97 2.93 1.05
N -0.93 1.89 -0.15
C 0.79 2.85 -3.00
C 1.50 -4.09 -1.16
O 3.41 -1.78 0.31
C -0.54 2.73 -5.03
H 1.08 4.71 -1.97
H 2.63 3.60 4.27
C -0.37 1.36 -5.03
C -1.16 3.20 0.00
C -2.68 2.48 -1.48
C 1.31 1.74 1.89
H -0.82 0.76 -5.83
H 2.57 3.79 -2.29
C -0.70 -4.29 0.50
H 0.18 -1.17 -5.08
C -0.57 -3.18 -0.33
C 0.92 -2.08 3.53
H 3.78 -1.77 4.35
C 0.06 3.46 -4.01
C -1.66 -2.13 -0.36
H 4.01 4.37 3.48
H -2.34 -2.38 -1.18
C 0.34 0.70 -4.02
Se 1.78 0.52 -1.52
C -1.31 3.43 -6.12
C 1.73 5.03 1.40
H -2.24 -2.20 0.56
C 0.90 1.45 -2.97
H -1.94 4.22 -5.71
O 1.88 -4.29 3.72
H -1.94 2.73 -6.67
H -0.63 3.90 -6.83
H -0.07 -3.49 4.79
H -1.56 -4.37 1.16


The following is a DFT calculation (the ωB97M-V functional and the def2-TZVPD basis) of a molecular structure, C33H44CsF5N8O5S.

Output
Energy above the lowest of the compared OMol25 structures with the same formula, charge and spin (eV): 1.039
Lowest unoccupied orbital energy (eV): 3.15
Gap between HOMO and LUMO (eV): 6.19
Net charge: -2
Electronic energy (Eh): -3015.94381
2S+1: 1

Atoms and positions in Å:
C 6.55 -2.11 3.79
N 3.07 1.63 -0.74
S 1.02 -0.67 -3.19
C 4.81 -2.71 5.48
C 2.72 -0.30 -3.59
C 1.06 2.86 -0.27
H 6.38 -3.03 3.24
C 3.76 -2.42 2.64
C 3.69 -7.37 0.61
F -3.73 -1.96 1.28
H 2.98 0.67 -3.19
C 5.47 5.22 -1.36
H 1.97 -7.87 -1.45
C -3.44 -0.62 1.72
C 3.59 -0.13 3.27
H 3.87 0.73 3.86
O 0.21 3.13 -1.14
H 3.33 -1.06 -3.11
H -2.26 2.51 -2.84
C 4.37 1.57 -1.03
C 3.25 4.02 -0.84
H 6.90 -1.36 3.08
H -2.85 2.91 -0.70
O 6.46 5.06 -2.10
H 4.20 -6.76 1.35
C 2.62 0.02 2.29
H 0.99 -5.85 -1.68
H 0.45 0.31 -5.25
C 1.57 -7.35 1.94
H 5.58 -2.90 6.23
C 1.38 -5.16 -0.95
H 0.51 -7.10 1.96
H -5.68 -3.22 -1.85
O 5.08 6.24 -0.76
H -5.72 -1.47 -2.00
C -5.20 -2.30 -1.53
C -3.03 -1.19 -1.94
C -3.12 -3.59 -1.81
H 6.22 2.59 -1.49
O 0.74 -2.02 -3.81
H 4.16 -7.18 -0.36
C 1.53 -7.99 -0.46
C 5.28 -1.63 4.50
F -2.84 -0.84 2.98
C 5.17 2.68 -1.24
F -4.78 1.10 2.64
H 2.16 0.98 2.09
C 1.25 -3.79 -1.18
C 1.99 -5.59 0.22
H 5.98 0.43 4.65
F -5.61 -0.03 0.98
H -2.42 -3.77 -2.63
H -3.85 -4.40 -1.82
C 0.24 0.56 -4.21
O 0.82 2.45 0.90
N -2.64 1.57 -2.90
N -1.78 -1.14 -2.18
H -4.28 -0.12 -0.76
N 1.68 -2.86 -0.35
N 2.22 -0.99 1.52
C 2.19 -7.07 0.57
H -5.30 -2.22 -0.44
H 2.85 -0.34 -4.68
H -2.56 -3.64 -0.86
H -3.54 1.63 0.16
H 2.06 -6.79 2.73
H 0.80 -3.43 -2.10
H -0.83 0.54 -3.99
H 7.34 -2.29 4.52
C 4.19 -1.37 3.46
H 3.85 -8.42 0.87
H 0.64 1.54 -3.94
C 2.46 -4.61 1.08
Cs -0.33 0.40 -0.01
H 4.21 -3.39 2.73
H 4.75 0.01 5.85
H 4.79 0.57 -1.10
C 4.61 3.95 -1.14
N -3.81 -2.33 -1.96
N -3.74 -0.03 -1.61
C 2.53 2.85 -0.66
H 2.79 4.99 -0.74
H -1.40 -2.03 -2.50
H 0.46 -7.81 -0.54
C -4.83 -0.13 2.10
H 6.40 -0.60 6.02
H 3.89 -2.40 5.99
F -5.55 -0.90 2.97
C 2.28 -3.26 0.77
H 2.93 -4.88 2.02
H 1.68 -9.03 -0.16
H 4.60 -3.65 4.97
N -3.46 2.10 -0.74
H 1.67 -8.42 2.18
C 2.78 -2.18 1.69
C 5.62 -0.37 5.30
C -3.21 1.25 -1.81


The following is a DFT calculation (the ωB97M-V functional and the def2-TZVPD basis) of a molecular structure, C33H44IMoNO2SbSe5.

Output
Energy above the lowest of the compared OMol25 structures with the same formula, charge and spin (eV): 0.089
Lowest unoccupied orbital energy (alpha / beta) (eV): 1.27 / 1.73
Gap between HOMO and LUMO (alpha / beta) (eV): 5.88 / 6.49
Net charge: -1
Electronic energy (Eh): -14102.65515
2S+1: 3

Atoms and positions in Å:
C 0.30 -4.06 -3.09
C 0.68 -1.32 1.92
H -3.88 0.50 1.13
H -1.39 5.31 -1.85
C 0.76 2.61 -1.68
H -5.22 -2.62 2.71
C 3.64 4.13 1.19
C 2.88 2.39 -0.44
C -4.13 -2.55 2.75
Se -2.34 -0.08 -7.63
Se -3.04 -1.02 -3.70
C 1.35 0.29 4.42
H 0.08 5.15 -0.89
H -4.08 -1.44 -0.50
H -1.30 4.08 -0.58
H -2.11 -1.28 3.75
H -3.87 -3.09 0.08
H 5.89 2.65 1.27
C -1.91 -5.51 -2.45
C 4.10 3.09 0.16
C 0.58 1.22 -1.60
H -0.10 5.00 -4.02
H -2.05 2.41 -2.35
N -0.80 -3.41 -2.67
C -4.20 -0.19 1.91
C -0.79 -6.18 -2.89
H -2.73 -3.57 -2.01
C 2.70 1.02 -0.39
O -0.47 0.60 -2.11
H 5.75 4.32 -0.55
C -0.47 -0.95 5.56
O -1.81 -1.58 -0.72
C -1.41 2.93 -3.07
H 0.04 -0.80 6.51
C 1.57 0.45 -0.96
C 1.90 3.14 -1.09
H 0.96 -3.14 4.75
H 3.07 3.65 1.99
H 2.04 4.21 -1.15
H -5.29 -0.21 1.93
C 1.51 -2.19 4.72
Se 0.38 -1.04 -4.73
C -1.48 -1.34 2.88
C -1.88 -4.13 -2.35
H 4.54 1.58 1.67
H -1.12 2.22 -3.84
C 0.55 -1.03 4.43
C 0.34 -5.43 -3.20
H -3.84 0.20 2.87
C -1.30 -1.52 0.48
H -1.17 -0.12 5.41
H 1.14 -3.43 -3.38
Mo -0.95 -1.21 -2.58
H 2.28 -2.27 3.96
H 1.40 4.92 -3.09
Sb -1.79 -1.65 -5.92
C -4.26 -2.11 0.34
H -3.86 -2.22 3.75
C 0.58 4.33 -3.49
H 5.23 3.07 -1.70
C -2.10 -1.52 1.65
H 0.99 3.62 -4.21
H 5.43 1.36 0.15
H 1.82 0.46 5.39
Se 1.25 -1.44 -0.86
H 2.13 0.27 3.66
H -1.05 -1.87 5.63
C -0.10 -1.23 3.06
C 4.88 3.80 -0.96
C 5.04 2.11 0.85
H 2.00 -2.05 5.69
H -5.34 -2.20 0.48
C -0.73 4.59 -1.36
C 0.10 -1.44 0.68
H 3.41 0.36 0.09
H 1.76 -1.25 1.98
C -0.20 3.58 -2.39
H 4.26 4.53 -1.48
H 4.51 4.63 1.64
H -2.01 3.72 -3.54
H -2.82 -6.04 -2.21
H 0.69 1.13 4.20
Se -2.06 -4.04 -6.09
H -3.71 -3.55 2.60
C -3.64 -1.59 1.64
H -0.78 -7.25 -3.00
H 3.01 4.89 0.74
I 2.08 -6.35 -3.88


Repeat the fifth record exactly.
The following is a DFT calculation (the ωB97M-V functional and the def2-TZVPD basis) of a molecular structure, C33H44IMoNO2SbSe5.

Output
Energy above the lowest of the compared OMol25 structures with the same formula, charge and spin (eV): 0.089
Lowest unoccupied orbital energy (alpha / beta) (eV): 1.27 / 1.73
Gap between HOMO and LUMO (alpha / beta) (eV): 5.88 / 6.49
Net charge: -1
Electronic energy (Eh): -14102.65515
2S+1: 3

Atoms and positions in Å:
C 0.30 -4.06 -3.09
C 0.68 -1.32 1.92
H -3.88 0.50 1.13
H -1.39 5.31 -1.85
C 0.76 2.61 -1.68
H -5.22 -2.62 2.71
C 3.64 4.13 1.19
C 2.88 2.39 -0.44
C -4.13 -2.55 2.75
Se -2.34 -0.08 -7.63
Se -3.04 -1.02 -3.70
C 1.35 0.29 4.42
H 0.08 5.15 -0.89
H -4.08 -1.44 -0.50
H -1.30 4.08 -0.58
H -2.11 -1.28 3.75
H -3.87 -3.09 0.08
H 5.89 2.65 1.27
C -1.91 -5.51 -2.45
C 4.10 3.09 0.16
C 0.58 1.22 -1.60
H -0.10 5.00 -4.02
H -2.05 2.41 -2.35
N -0.80 -3.41 -2.67
C -4.20 -0.19 1.91
C -0.79 -6.18 -2.89
H -2.73 -3.57 -2.01
C 2.70 1.02 -0.39
O -0.47 0.60 -2.11
H 5.75 4.32 -0.55
C -0.47 -0.95 5.56
O -1.81 -1.58 -0.72
C -1.41 2.93 -3.07
H 0.04 -0.80 6.51
C 1.57 0.45 -0.96
C 1.90 3.14 -1.09
H 0.96 -3.14 4.75
H 3.07 3.65 1.99
H 2.04 4.21 -1.15
H -5.29 -0.21 1.93
C 1.51 -2.19 4.72
Se 0.38 -1.04 -4.73
C -1.48 -1.34 2.88
C -1.88 -4.13 -2.35
H 4.54 1.58 1.67
H -1.12 2.22 -3.84
C 0.55 -1.03 4.43
C 0.34 -5.43 -3.20
H -3.84 0.20 2.87
C -1.30 -1.52 0.48
H -1.17 -0.12 5.41
H 1.14 -3.43 -3.38
Mo -0.95 -1.21 -2.58
H 2.28 -2.27 3.96
H 1.40 4.92 -3.09
Sb -1.79 -1.65 -5.92
C -4.26 -2.11 0.34
H -3.86 -2.22 3.75
C 0.58 4.33 -3.49
H 5.23 3.07 -1.70
C -2.10 -1.52 1.65
H 0.99 3.62 -4.21
H 5.43 1.36 0.15
H 1.82 0.46 5.39
Se 1.25 -1.44 -0.86
H 2.13 0.27 3.66
H -1.05 -1.87 5.63
C -0.10 -1.23 3.06
C 4.88 3.80 -0.96
C 5.04 2.11 0.85
H 2.00 -2.05 5.69
H -5.34 -2.20 0.48
C -0.73 4.59 -1.36
C 0.10 -1.44 0.68
H 3.41 0.36 0.09
H 1.76 -1.25 1.98
C -0.20 3.58 -2.39
H 4.26 4.53 -1.48
H 4.51 4.63 1.64
H -2.01 3.72 -3.54
H -2.82 -6.04 -2.21
H 0.69 1.13 4.20
Se -2.06 -4.04 -6.09
H -3.71 -3.55 2.60
C -3.64 -1.59 1.64
H -0.78 -7.25 -3.00
H 3.01 4.89 0.74
I 2.08 -6.35 -3.88